Entry 1:
# C3H6N2O2

C3H6N2O2 in the gas phase (ωB97M-V with the def2-TZVPD basis set, the OMol25 dataset).

Results
**HOMO**: -9.7 eV
**Orbital gap**: 0.38131 Ha
**Structure (SMILES)**: NC(=O)NCC=O

Positions of all 13 atoms, in Å:
1 O 1.849 -1.331 1.412
2 C 0.865 -0.661 1.533
3 C 0.558 0.610 0.755
4 N -0.775 0.590 0.224
5 C -1.084 0.211 -1.066
6 N -0.058 -0.387 -1.753
7 O -2.180 0.427 -1.542
8 H 0.043 -0.947 2.227
9 H 1.336 0.790 0.026
10 H 0.624 1.408 1.492
11 H -1.579 0.737 0.810
12 H -0.152 -0.366 -2.753
13 H 0.552 -1.082 -1.364

Mulliken population analysis, charges in e, atoms 1 to 2:
1. O -0.4482
2. C 0.1403

Entry 2:
# C4H3IN2

C4H3IN2 in the gas phase (ωB97M-V with the def2-TZVPD basis set, the OMol25 dataset).

Results
**HOMO**: -10.4 eV
**Orbital gap**: 0.35659 Ha
**Structure (SMILES)**: C=C/C(I)=N/C#N

Positions of all 10 atoms, in Å:
1 C -1.429 -2.093 0.146
2 C 1.769 0.663 -0.294
3 C 0.590 1.034 0.232
4 C -0.793 0.138 0.172
5 N -1.981 -3.076 -0.085
6 N -0.609 -1.088 0.200
7 I -2.401 1.466 -0.014
8 H 2.769 1.125 -0.296
9 H 1.743 -0.201 -0.814
10 H 0.343 2.032 0.754

Mulliken population analysis, charges in e, atoms 1 to 2:
1. C 0.4211
2. C -0.6507

Entry 3:
# C40H66BIN8P2S2SeTl

A molecular structure, C40H66BIN8P2S2SeTl (ωB97M-V with the def2-TZVPD basis set, the OMol25 dataset).

Results
**Net charge**: -1
**HOMO**: -4.6 eV
**Orbital gap**: 0.23743 Ha

Positions of all 122 atoms, in Å:
1 Tl -0.137 0.198 -0.977
2 C 3.215 -2.084 0.542
3 C 2.640 -3.485 0.246
4 C 2.774 -4.326 1.515
5 C 3.466 -4.099 -0.889
6 P 0.902 -3.148 -0.386
7 C -0.089 -2.890 1.161
8 N 0.173 -1.584 1.768
9 B 0.066 -0.272 1.214
10 N 0.394 0.657 2.261
11 C 0.455 2.111 2.308
12 P 1.280 2.860 0.818
13 C 3.098 2.554 1.203
14 C 3.908 3.113 0.023
15 C 3.243 1.018 1.166
16 C 3.668 3.059 2.541
17 C 0.870 4.718 0.993
18 C 1.880 5.581 1.752
19 C -0.494 4.949 1.651
20 C 0.795 5.215 -0.461
21 C 0.697 -0.093 3.405
22 C 1.086 0.311 4.676
23 C 1.316 -0.663 5.642
24 C 1.136 -2.011 5.350
25 C 0.739 -2.421 4.084
26 C 0.545 -1.457 3.105
27 C 0.137 -4.742 -1.043
28 C 0.385 -6.020 -0.231
29 C -1.382 -4.497 -1.063
30 C 0.658 -4.921 -2.498
31 H 4.259 -2.174 0.866
32 H 2.659 -1.582 1.340
33 H 3.185 -1.450 -0.348
34 H 3.837 -4.403 1.772
35 H 2.386 -5.338 1.403
36 H 2.275 -3.853 2.362
37 H 4.515 -4.160 -0.574
38 H 3.423 -3.473 -1.785
39 H 3.137 -5.105 -1.156
40 H 0.086 -3.663 1.903
41 H -1.136 -2.957 0.886
42 H 0.980 2.395 3.215
43 H -0.548 2.528 2.376
44 H 3.555 2.686 -0.920
45 H 4.962 2.838 0.147
46 H 3.854 4.201 -0.048
47 H 2.752 0.592 0.285
48 H 2.835 0.544 2.061
49 H 4.307 0.764 1.107
50 H 4.100 4.055 2.451
51 H 4.466 2.384 2.865
52 H 2.928 3.087 3.343
53 H 1.950 5.302 2.804
54 H 1.542 6.623 1.707
55 H 2.876 5.544 1.313
56 H -0.495 4.657 2.703
57 H -1.308 4.437 1.139
58 H -0.719 6.019 1.607
59 H 1.769 5.139 -0.953
60 H 0.479 6.265 -0.483
61 H 0.088 4.625 -1.049
62 H 1.200 1.356 4.928
63 H 1.622 -0.363 6.636
64 H 1.292 -2.753 6.123
65 H 0.554 -3.467 3.885
66 H 0.117 -5.885 0.819
67 H 1.419 -6.363 -0.289
68 H -0.251 -6.818 -0.631
69 H -1.836 -4.677 -0.088
70 H -1.863 -5.174 -1.775
71 H -1.627 -3.478 -1.355
72 H 1.212 -5.857 -2.607
73 H 1.319 -4.113 -2.818
74 H -0.176 -4.947 -3.205
75 C 2.750 1.107 -4.775
76 C 1.650 1.078 -3.721
77 S 2.089 0.148 -2.290
78 C 0.477 1.701 -3.919
79 C 0.168 2.453 -5.194
80 S -0.881 1.796 -2.793
81 H 3.607 0.527 -4.436
82 H 3.092 2.127 -4.969
83 H 2.411 0.677 -5.721
84 H 0.970 2.379 -5.926
85 H -0.005 3.512 -4.977
86 H -0.750 2.067 -5.648
87 Se -4.662 -3.121 0.177
88 C -3.617 -3.203 1.655
89 N -2.917 -3.251 2.585
90 I 0.195 -2.128 -6.671
91 C -1.053 -1.857 -5.020
92 C -2.430 -1.904 -5.155
93 C -3.201 -1.724 -4.016
94 C -2.566 -1.475 -2.814
95 N -1.239 -1.407 -2.704
96 C -0.486 -1.614 -3.780
97 H -2.889 -2.078 -6.119
98 H -4.281 -1.777 -4.058
99 H -3.131 -1.350 -1.896
100 H 0.589 -1.555 -3.638
101 C -3.389 0.431 1.353
102 N -4.446 1.197 2.024
103 C -5.673 1.059 1.229
104 N -5.502 1.557 -0.145
105 C -4.424 0.773 -0.766
106 N -3.154 0.907 -0.026
107 C -2.815 2.333 0.030
108 N -3.848 3.142 0.690
109 C -4.062 2.604 2.038
110 C -5.089 2.958 -0.076
111 H -3.679 -0.618 1.323
112 H -2.463 0.524 1.928
113 H -6.473 1.624 1.713
114 H -5.947 0.004 1.191
115 H -4.267 1.117 -1.793
116 H -4.725 -0.276 -0.760
117 H -2.676 2.710 -0.982
118 H -1.870 2.437 0.570
119 H -4.844 3.187 2.531
120 H -3.135 2.712 2.608
121 H -4.927 3.329 -1.090
122 H -5.884 3.544 0.392

Mulliken population analysis, charges in e, atoms 1 to 2:
1. Tl 2.8780
2. C -1.8540

Entry 4:
# C25H56B2FN6O8P2S2

3 unconnected molecules or ions with the total composition C25H56B2FN6O8P2S2 (ωB97M-V with the def2-TZVPD basis set, the OMol25 dataset).

Results
**Net charge**: -1
**HOMO**: -4.3 eV
**Orbital gap**: 0.23987 Ha

Positions of all 102 atoms, in Å:
1 C 4.749 -2.816 1.328
2 C 3.581 -2.551 0.379
3 O 3.811 -1.270 -0.220
4 B 2.794 -0.891 -1.072
5 O 2.532 -1.677 -2.193
6 C 2.042 0.458 -0.687
7 C 3.122 1.527 -0.721
8 C 3.863 1.743 0.442
9 C 4.897 2.668 0.491
10 C 5.215 3.397 -0.652
11 C 4.465 3.198 -1.799
12 C 3.429 2.270 -1.859
13 O 1.603 0.224 0.637
14 B 0.120 -0.054 0.715
15 C -0.486 0.994 1.809
16 S -1.957 0.408 2.708
17 C -3.236 0.398 1.409
18 C -3.478 -1.053 0.936
19 O -0.304 0.172 -0.698
20 C 0.696 0.823 -1.375
21 S 0.404 0.418 -3.136
22 O -0.811 1.086 -3.498
23 O 1.490 0.787 -3.997
24 F 0.063 -1.105 -3.284
25 H 5.026 -1.844 1.743
26 H 5.611 -3.157 0.755
27 H 4.481 -3.491 2.136
28 H 2.632 -2.579 0.919
29 H 3.579 -3.308 -0.408
30 H 3.355 -1.736 -2.691
31 H 3.600 1.156 1.311
32 H 5.434 2.775 1.424
33 H 6.036 4.103 -0.636
34 H 4.694 3.752 -2.704
35 H 2.869 2.122 -2.773
36 H 0.015 -1.208 1.120
37 H -0.694 1.987 1.392
38 H 0.271 1.143 2.585
39 H -4.168 0.774 1.827
40 H -2.899 1.039 0.597
41 H -4.252 -1.487 1.574
42 H -2.566 -1.640 0.997
43 H -3.880 -1.076 -0.083
44 H 0.449 1.896 -1.356
45 O -2.538 3.879 1.394
46 P -2.273 5.338 1.219
47 N -2.575 5.893 2.829
48 C -2.923 7.248 3.207
49 C -1.670 5.331 3.831
50 N -3.625 5.704 0.183
51 C -4.707 6.568 0.604
52 C -4.179 4.560 -0.539
53 N -1.434 6.793 0.707
54 C -1.564 7.223 -0.698
55 C 0.027 6.615 0.937
56 H -2.104 7.968 3.072
57 H -3.210 7.265 4.262
58 H -3.794 7.618 2.677
59 H -0.697 5.844 3.854
60 H -1.492 4.272 3.638
61 H -2.107 5.404 4.829
62 H -5.235 6.184 1.488
63 H -5.434 6.676 -0.205
64 H -4.357 7.584 0.799
65 H -4.844 3.956 0.090
66 H -3.392 3.913 -0.919
67 H -4.750 4.912 -1.403
68 H -1.359 6.417 -1.406
69 H -0.857 8.035 -0.888
70 H -2.549 7.629 -0.906
71 H 0.449 5.839 0.293
72 H 0.229 6.332 1.972
73 H 0.560 7.548 0.752
74 O 2.070 -5.891 0.144
75 P 0.870 -6.011 -0.756
76 N -0.315 -6.133 0.508
77 C -1.625 -6.742 0.388
78 C -0.425 -4.935 1.347
79 N 1.238 -7.581 -1.421
80 C 0.452 -8.754 -1.102
81 C 2.652 -7.941 -1.419
82 N -0.357 -5.724 -1.975
83 C -0.122 -6.241 -3.337
84 C -0.569 -4.253 -2.168
85 H -2.316 -6.181 -0.256
86 H -2.081 -6.815 1.378
87 H -1.579 -7.766 0.028
88 H -1.029 -4.147 0.880
89 H 0.559 -4.520 1.560
90 H -0.884 -5.178 2.308
91 H 0.459 -8.986 -0.028
92 H 0.843 -9.623 -1.640
93 H -0.578 -8.653 -1.449
94 H 2.988 -8.295 -0.437
95 H 3.274 -7.096 -1.706
96 H 2.832 -8.735 -2.150
97 H 0.855 -5.957 -3.734
98 H -0.891 -5.846 -4.005
99 H -0.216 -7.323 -3.381
100 H 0.314 -3.768 -2.590
101 H -0.793 -3.758 -1.221
102 H -1.416 -4.072 -2.828

Mulliken population analysis, charges in e, atoms 1 to 2:
1. C -1.4144
2. C 0.3402

Entry 5:
# C29H64NO16PS2

4 unconnected molecules or ions with the total composition C29H64NO16PS2 (ωB97M-V with the def2-TZVPD basis set, the OMol25 dataset).

Results
**HOMO**: -9.2 eV
**Orbital gap**: 0.34733 Ha
**Structure (SMILES)**: CCCO[C@]1(CCCS)OS(=O)(=O)O[C@@]1(CCC(N)=O)[PH2]=O.COCCOCCOC.COCCOCCOC.COCCOCCOC

Positions of all 113 atoms, in Å:
1 C 0.321 1.077 -3.931
2 C -0.299 0.362 -5.142
3 C -0.609 1.298 -6.287
4 O -1.706 2.161 -5.993
5 C -2.318 2.701 -7.098
6 C -1.328 3.541 -7.943
7 C -0.787 4.746 -7.135
8 C 0.654 5.081 -7.552
9 S 1.412 6.214 -6.342
10 O -3.188 3.749 -6.531
11 S -4.315 4.091 -7.620
12 O -5.636 4.061 -7.129
13 O -4.019 5.309 -8.250
14 O -3.985 2.897 -8.687
15 C -3.314 1.863 -7.894
16 C -4.512 1.152 -7.166
17 C -4.416 1.022 -5.620
18 C -5.865 1.029 -5.116
19 N -6.404 2.165 -4.469
20 O -6.548 0.099 -5.310
21 P -2.707 0.619 -9.128
22 O -1.811 1.217 -10.120
23 H 0.509 0.398 -3.104
24 H 1.297 1.443 -4.258
25 H -0.305 1.920 -3.642
26 H 0.460 -0.336 -5.509
27 H -1.149 -0.262 -4.856
28 H -0.715 0.712 -7.202
29 H 0.279 1.927 -6.425
30 H -1.828 3.971 -8.807
31 H -0.524 2.932 -8.357
32 H -1.436 5.584 -7.380
33 H -0.801 4.571 -6.061
34 H 1.233 4.157 -7.516
35 H 0.696 5.476 -8.564
36 H 0.377 6.871 -5.778
37 H -5.470 1.599 -7.405
38 H -4.576 0.128 -7.552
39 H -3.905 1.842 -5.127
40 H -4.025 0.046 -5.344
41 H -6.894 2.769 -5.121
42 H -5.694 2.706 -3.987
43 H -3.833 -0.016 -9.700
44 H -2.060 -0.379 -8.354
45 C 5.017 0.317 -3.654
46 O 4.504 0.610 -2.374
47 C 4.486 -0.528 -1.526
48 C 4.479 -0.109 -0.072
49 O 5.757 0.277 0.416
50 C 6.230 1.558 0.015
51 C 5.523 2.705 0.707
52 O 4.283 2.979 0.074
53 C 3.407 3.700 0.912
54 H 4.402 -0.442 -4.154
55 H 4.998 1.232 -4.244
56 H 6.054 -0.031 -3.586
57 H 5.361 -1.160 -1.718
58 H 3.573 -1.098 -1.745
59 H 4.198 -0.983 0.523
60 H 3.732 0.663 0.120
61 H 6.202 1.668 -1.070
62 H 7.279 1.582 0.317
63 H 6.144 3.609 0.641
64 H 5.365 2.451 1.763
65 H 3.164 3.119 1.810
66 H 2.486 3.880 0.360
67 H 3.842 4.663 1.202
68 C -1.533 -1.385 4.808
69 O -0.473 -0.483 4.580
70 C -0.857 0.867 4.788
71 C 0.355 1.722 5.091
72 O 0.810 1.606 6.434
73 C 1.519 0.419 6.768
74 C 2.922 0.370 6.199
75 O 2.893 -0.048 4.844
76 C 4.068 0.307 4.151
77 H -2.369 -1.189 4.126
78 H -1.161 -2.392 4.630
79 H -1.873 -1.320 5.848
80 H -1.569 0.939 5.619
81 H -1.338 1.228 3.869
82 H 0.059 2.768 4.980
83 H 1.162 1.537 4.380
84 H 0.949 -0.472 6.498
85 H 1.601 0.435 7.857
86 H 3.519 -0.358 6.765
87 H 3.385 1.360 6.284
88 H 4.185 1.398 4.127
89 H 3.978 -0.050 3.126
90 H 4.950 -0.151 4.611
91 C 0.237 -3.778 7.073
92 O -0.787 -4.746 7.133
93 C -0.523 -5.859 6.293
94 C -1.285 -7.079 6.767
95 O -0.681 -7.730 7.877
96 C -0.832 -7.101 9.144
97 C -2.227 -7.228 9.721
98 O -3.090 -6.255 9.155
99 C -4.449 -6.597 9.306
100 H 0.344 -3.390 6.054
101 H -0.033 -2.959 7.738
102 H 1.189 -4.201 7.413
103 H 0.550 -6.083 6.281
104 H -0.848 -5.600 5.276
105 H -1.267 -7.815 5.960
106 H -2.332 -6.844 6.966
107 H -0.508 -6.060 9.110
108 H -0.147 -7.634 9.808
109 H -2.188 -7.055 10.806
110 H -2.610 -8.237 9.530
111 H -4.672 -7.536 8.785
112 H -5.047 -5.806 8.857
113 H -4.716 -6.690 10.364

Mulliken population analysis, charges in e, atoms 1 to 2:
1. C -1.1732
2. C -0.8542

Entry 6:
# C5H14NO

2 unconnected molecules or ions with the total composition C5H14NO (ωB97M-V with the def2-TZVPD basis set, the OMol25 dataset).

Results
**Net charge**: +1
**HOMO**: -14.0 eV
**Orbital gap**: 0.40716 Ha

Positions of all 21 atoms, in Å:
1 C 1.913 -0.603 -0.870
2 O 1.663 -0.271 0.522
3 C 0.680 -1.189 -1.442
4 C -0.007 -0.581 -2.395
5 H 2.735 -1.318 -0.907
6 H 2.218 0.293 -1.410
7 H 2.516 -0.046 0.915
8 H 0.393 -2.158 -1.039
9 H -0.886 -1.000 -2.857
10 H 0.354 0.365 -2.781
11 C -0.873 1.370 2.203
12 N -0.963 0.381 1.080
13 C -2.186 0.546 0.255
14 H 0.053 1.181 2.740
15 H -0.829 2.363 1.769
16 H -1.720 1.222 2.859
17 H -0.929 -0.562 1.467
18 H -0.100 0.437 0.517
19 H -3.059 0.367 0.878
20 H -2.165 -0.165 -0.565
21 H -2.208 1.559 -0.137

Mulliken population analysis, charges in e, atoms 1 to 2:
1. C -0.4165
2. O -0.5889

Entry 7:
# C6H10N4

A gas-phase ion, C6H10N4 (charge +2) (ωB97M-V with the def2-TZVPD basis set, the OMol25 dataset).

Results
**Net charge**: +2
**HOMO**: -19.6 eV
**Orbital gap**: 0.33226 Ha
**Structure (SMILES)**: C[N@+]12N=CCC1=NCC2=[NH2+]

Positions of all 20 atoms, in Å:
1 C 0.542 2.229 0.474
2 C -0.941 0.445 0.448
3 C 0.098 -1.000 -1.142
4 C -0.855 1.861 0.851
5 C -1.282 -1.367 -0.806
6 C 0.961 -0.827 1.289
7 N 1.263 1.222 0.086
8 N -1.799 -0.226 -0.136
9 N 1.029 -1.032 -2.008
10 N 0.458 0.085 0.232
11 H 0.662 3.309 0.476
12 H -1.088 2.090 1.823
13 H -1.622 2.437 0.230
14 H -1.905 -1.601 -1.740
15 H -1.345 -2.272 -0.181
16 H 1.882 -1.287 1.023
17 H 1.074 -0.321 2.280
18 H 0.096 -1.625 1.528
19 H 1.122 -1.846 -2.546
20 H 1.653 -0.273 -2.179

Mulliken population analysis, charges in e, atoms 1 to 2:
1. C 0.0758
2. C 0.5742

Entry 8:
# C21H26N4PdS2Se

A molecular structure, C21H26N4PdS2Se (ωB97M-V with the def2-TZVPD basis set, the OMol25 dataset).

Results
**Net charge**: +2
**HOMO (alpha / beta)**: -13.5 / -13.5 eV
**Orbital gap (alpha / beta)**: 0.15189 / 0.15356 Ha

Positions of all 55 atoms, in Å:
1 Pd -0.122 0.278 0.522
2 C 1.922 0.213 -1.831
3 N 1.921 0.057 -0.371
4 C 2.343 -1.276 0.055
5 C 1.316 -2.351 -0.337
6 N -0.003 -2.055 0.237
7 C -0.114 -2.525 1.625
8 C -1.106 -2.546 -0.548
9 C -1.051 -3.758 -1.218
10 C -2.137 -4.212 -1.954
11 C -3.305 -3.463 -2.023
12 C -3.384 -2.259 -1.356
13 C -2.285 -1.778 -0.629
14 S -2.422 -0.211 0.107
15 C 2.526 1.144 0.325
16 C 3.740 1.027 0.993
17 C 4.320 2.134 1.593
18 C 3.701 3.376 1.532
19 C 2.490 3.513 0.886
20 C 1.870 2.402 0.311
21 S 0.238 2.560 -0.281
22 H 2.822 -0.249 -2.255
23 H 1.930 1.271 -2.094
24 H 1.036 -0.254 -2.270
25 H 2.454 -1.256 1.145
26 H 3.307 -1.552 -0.394
27 H 1.704 -3.317 0.012
28 H 1.223 -2.393 -1.424
29 H -0.038 -3.616 1.663
30 H -1.078 -2.222 2.038
31 H 0.685 -2.093 2.233
32 H -0.166 -4.370 -1.159
33 H -2.072 -5.156 -2.471
34 H -4.150 -3.822 -2.594
35 H -4.283 -1.662 -1.394
36 H 4.252 0.080 1.042
37 H 5.267 2.024 2.095
38 H 4.157 4.231 2.003
39 H 1.988 4.466 0.846
40 C 2.134 -0.711 4.877
41 N 0.809 -0.343 5.298
42 C 0.271 -0.623 6.515
43 C -0.967 -0.058 6.556
44 N -1.171 0.567 5.365
45 C -2.335 1.332 5.013
46 C -0.087 0.376 4.587
47 Se 0.195 1.150 2.902
48 H 2.787 -0.764 5.745
49 H 2.519 0.045 4.193
50 H 2.129 -1.686 4.385
51 H 0.798 -1.183 7.261
52 H -1.691 -0.051 7.346
53 H -2.888 1.578 5.917
54 H -2.985 0.769 4.341
55 H -2.033 2.255 4.517

Mulliken population analysis, charges in e, atoms 1 to 2:
1. Pd -0.0361
2. C -1.2089

These records have E_tot values of -377.91640, -561.33143, -6377.54882, -3545.40216, -3539.45016, -328.63257, -452.82812, -4359.93196 a.u., in the order they appear.